[1]
Density functional theory data (the ωB97M-V functional and the def2-TZVPD basis) for a structure of composition C21H26BBrF5MnN6OTe in a non-equilibrium geometry.

Each line ends with the Löwdin spin population.
CARTESIAN COORDINATES (ANGSTROEM)
1 Mn 0.076 -0.735 -0.521  3.81
2 C -1.616 2.232 -1.914  0.00
3 C -0.688 2.439 -0.766  0.01
4 C -0.270 3.637 -0.183  0.00
5 C 0.601 3.279 0.833  0.00
6 C 1.328 4.157 1.795  0.00
7 N 0.685 1.939 0.842  0.00
8 N -0.105 1.424 -0.131  0.01
9 B 1.436 0.985 1.795  0.00
10 N 0.394 -0.058 2.278  0.00
11 N -0.259 -0.885 1.419  -0.03
12 C -1.047 -1.698 2.137  0.01
13 C -1.889 -2.779 1.552  0.00
14 C -0.903 -1.372 3.484  0.00
15 C 0.014 -0.334 3.533  0.01
16 C 0.502 0.414 4.726  0.00
17 N 2.529 0.239 1.013  0.00
18 N 2.176 -0.593 0.006  0.02
19 C 3.284 -1.122 -0.505  0.01
20 C 3.269 -2.084 -1.644  0.00
21 C 4.384 -0.614 0.196  0.00
22 C 3.867 0.244 1.149  0.00
23 C 4.585 1.072 2.160  0.00
24 H -2.171 3.145 -2.120  0.00
25 H -2.325 1.430 -1.703  0.00
26 H -1.056 1.957 -2.809  0.00
27 H -0.568 4.634 -0.462  0.00
28 H 1.111 5.198 1.570  0.00
29 H 2.406 4.003 1.733  0.00
30 H 1.017 3.951 2.820  0.00
31 H 1.899 1.579 2.713  0.00
32 H -1.851 -2.790 0.467  0.00
33 H -2.925 -2.664 1.871  0.00
34 H -1.533 -3.745 1.908  0.00
35 H -1.404 -1.839 4.315  0.00
36 H 0.037 0.008 5.621  0.00
37 H 0.248 1.471 4.643  0.00
38 H 1.584 0.335 4.829  0.00
39 H 2.557 -2.890 -1.470  0.00
40 H 4.258 -2.517 -1.775  0.00
41 H 2.985 -1.576 -2.567  0.00
42 H 5.421 -0.851 0.023  0.00
43 H 5.654 0.883 2.093  0.00
44 H 4.249 0.836 3.170  0.00
45 H 4.407 2.134 1.987  0.00
46 F 0.339 -2.862 -0.668  0.04
47 Te -0.462 -3.045 -2.583  0.00
48 F 0.667 -4.668 -2.553  0.00
49 F -1.905 -3.492 -3.835  0.00
50 F 0.507 -0.508 -2.207  0.06
51 F -1.527 -4.237 -1.558  0.00
52 O -1.734 -1.701 -1.568  0.02
53 Br -5.922 1.290 -4.733  0.00
54 C -4.595 0.354 -3.751  0.00
55 C -3.317 0.246 -4.269  0.00
56 C -2.351 -0.439 -3.554  0.00
57 C -2.661 -1.024 -2.326  0.00
58 C -3.947 -0.890 -1.814  0.00
59 C -4.918 -0.207 -2.528  0.00
60 H -3.074 0.689 -5.225  0.00
61 H -1.343 -0.513 -3.938  0.00
62 H -4.187 -1.345 -0.862  0.00
63 H -5.923 -0.128 -2.139  0.00

Computed properties:
ΔE to the lowest compared entry with this formula, charge and spin = 0.000 eV
Multiplicity = 5
Kohn-Sham gap (alpha / beta) = 6.9 / 8.3 eV
LUMO energy (alpha / beta) = -0.06504 / -0.01585 Ha
DFT total energy = -5737.06974 Eh

[2]
Density functional theory data (the ωB97M-V functional and the def2-TZVPD basis) for an isolated molecule of C18H16N2O4 in a non-equilibrium geometry.

Each line ends with the Mulliken charge.
CARTESIAN COORDINATES (ANGSTROEM)
1 C 0.156 2.885 4.335  -1.69
2 H -0.777 2.988 3.786  0.38
3 H 0.923 3.484 3.848  0.38
4 H 0.005 3.278 5.338  0.40
5 C 0.580 1.424 4.420  -0.62
6 C 0.832 0.748 3.091  0.97
7 C 0.670 1.385 1.873  -0.37
8 C 0.896 0.750 0.655  -0.44
9 C 1.327 -0.583 0.660  1.07
10 C 1.491 -1.236 1.870  -1.08
11 C 1.244 -0.590 3.074  -0.11
12 O 1.429 -1.319 4.208  -0.66
13 H 1.230 -0.782 4.984  0.32
14 H 1.819 -2.265 1.901  0.33
15 O 1.603 -1.192 -0.519  -0.53
16 H 1.868 -2.106 -0.359  0.27
17 C 0.703 1.474 -0.593  -0.64
18 N 1.149 2.743 -0.757  0.51
19 N 0.902 3.226 -1.971  -1.19
20 C 0.279 2.263 -2.615  -0.84
21 C 0.112 1.121 -1.804  0.72
22 C -0.580 -0.110 -2.158  0.64
23 C -1.326 -0.800 -1.208  -0.27
24 C -2.003 -1.976 -1.515  -1.17
25 C -1.913 -2.430 -2.808  1.08
26 C -1.178 -1.740 -3.770  0.72
27 C -0.506 -0.582 -3.476  -1.20
28 H 0.071 -0.065 -4.224  0.51
29 O -1.258 -2.407 -4.968  -0.50
30 C -2.072 -3.533 -4.728  -0.26
31 O -2.472 -3.550 -3.376  -0.49
32 H -1.507 -4.452 -4.956  0.24
33 H -2.963 -3.489 -5.376  0.25
34 H -2.577 -2.508 -0.775  0.43
35 H -1.387 -0.411 -0.203  0.56
36 H -0.053 2.412 -3.623  0.54
37 H 1.661 3.295 -0.087  0.25
38 H 0.331 2.409 1.850  0.62
39 H 1.495 1.369 5.022  0.45
40 H -0.204 0.872 4.953  0.43

Computed properties:
ΔE to the lowest compared entry with this formula, charge and spin = 1.732 eV
Kohn-Sham gap = 8.0 eV
SMILES = CCc1cc(-c2[nH]ncc2-c2ccc3c(c2)OCO3)c(O)cc1O
LUMO energy = 0.02087 Ha
DFT total energy = -1105.98220 Eh

[3]
Density functional theory data (the ωB97M-V functional and the def2-TZVPD basis) for the ion CH4N3 with charge +1 in a non-equilibrium geometry.

Each line ends with the Mulliken charge.
CARTESIAN COORDINATES (ANGSTROEM)
1 C -0.443 0.336 -0.360  0.19
2 N 0.028 -1.378 1.315  -0.50
3 N 0.026 -0.807 0.184  0.29
4 N -0.072 1.520 -0.505  -0.19
5 H 0.102 -2.360 1.315  0.29
6 H 0.141 -1.333 -0.740  0.32
7 H 0.932 1.733 -0.497  0.28
8 H -0.714 2.291 -0.713  0.31

Computed properties:
ΔE to the lowest compared entry with this formula, charge and spin = 4.455 eV
Kohn-Sham gap (alpha / beta) = 9.1 / 9.1 eV
LUMO energy (alpha / beta) = -0.21245 / -0.21242 Ha
Net charge = +1
DFT total energy = -204.34202 Eh

[4]
Density functional theory data (the ωB97M-V functional and the def2-TZVPD basis) for an isolated molecule of CH3N3O2S2 in a non-equilibrium geometry.

Each line ends with the Mulliken charge.
CARTESIAN COORDINATES (ANGSTROEM)
1 C 1.326 0.110 -0.183  0.51
2 N 1.294 -1.134 0.265  -0.41
3 N 0.216 0.570 -0.932  -0.26
4 N -2.279 0.353 0.507  0.81
5 O -1.610 0.942 1.275  -0.47
6 O -3.342 -0.131 0.602  -0.51
7 S 2.408 1.203 0.262  -0.39
8 S -1.179 -0.165 -1.185  -0.01
9 H 0.942 -1.820 -0.451  0.22
10 H 2.030 -1.500 0.802  0.24
11 H 0.194 1.571 -0.961  0.28

Computed properties:
ΔE to the lowest compared entry with this formula, charge and spin = 0.883 eV
Kohn-Sham gap = 8.3 eV
SMILES = NC(=S)NS[N+](=O)[O-]
LUMO energy = -0.02876 Ha
DFT total energy = -1150.91330 Eh

[5]
Density functional theory data (the ωB97M-V functional and the def2-TZVPD basis) for a cluster of 7 separate species, C18H42FN6O6 in total in a non-equilibrium geometry.

Each line ends with the Mulliken charge.
CARTESIAN COORDINATES (ANGSTROEM)
1 F -0.861 -0.389 0.540  -0.99
2 C -8.510 -2.139 1.515  -0.95
3 C -7.075 -1.630 1.173  0.55
4 O -6.298 -2.293 0.564  -0.61
5 N -6.674 -0.409 1.496  -0.19
6 C -7.575 0.716 1.787  -0.82
7 H -9.158 -2.129 0.638  0.26
8 H -8.982 -1.557 2.305  0.30
9 H -8.400 -3.218 1.626  0.30
10 H -5.678 -0.268 1.402  0.29
11 H -8.282 0.346 2.530  0.23
12 H -8.207 0.827 0.906  0.31
13 H -7.180 1.687 2.087  0.31
14 C 1.199 -7.815 4.237  -1.01
15 C 0.172 -6.787 3.981  0.64
16 O -0.031 -6.471 2.797  -0.64
17 N -0.444 -6.396 5.032  -0.16
18 C -1.505 -5.411 5.067  -0.89
19 H 0.871 -8.841 4.073  0.23
20 H 1.649 -7.807 5.230  0.35
21 H 2.039 -7.552 3.594  0.29
22 H -0.104 -6.702 5.932  0.25
23 H -1.518 -4.610 4.328  0.35
24 H -1.593 -4.879 6.014  0.32
25 H -2.421 -5.908 4.748  0.28
26 C 0.254 2.768 4.782  -1.10
27 C 1.403 1.975 5.409  0.65
28 O 2.188 2.539 6.039  -0.59
29 N 1.384 0.726 5.098  -0.23
30 C 2.373 -0.267 5.515  -0.89
31 H -0.664 2.218 4.989  0.33
32 H 0.593 2.780 3.746  0.31
33 H -0.002 3.746 5.191  0.30
34 H 0.916 0.630 4.208  0.30
35 H 3.335 0.231 5.633  0.31
36 H 2.717 -1.007 4.793  0.37
37 H 2.069 -0.707 6.464  0.24
38 C 3.124 2.590 -5.545  -1.05
39 C 3.140 1.547 -6.704  0.66
40 O 2.411 0.570 -6.554  -0.59
41 N 4.149 1.657 -7.626  -0.19
42 C 4.227 0.675 -8.722  -0.84
43 H 2.552 3.446 -5.904  0.26
44 H 4.148 2.916 -5.363  0.31
45 H 2.724 2.277 -4.581  0.32
46 H 4.639 2.540 -7.598  0.23
47 H 4.983 -0.097 -8.577  0.24
48 H 4.347 1.277 -9.623  0.35
49 H 3.228 0.262 -8.864  0.30
50 C 7.399 -0.729 -1.115  -1.00
51 C 5.955 -0.619 -0.668  0.62
52 O 5.141 -1.440 -1.128  -0.65
53 N 5.663 0.305 0.218  -0.16
54 C 6.371 1.499 0.650  -0.89
55 H 7.732 -0.357 -2.083  0.24
56 H 7.665 -1.786 -1.135  0.29
57 H 8.036 -0.329 -0.326  0.35
58 H 4.718 0.213 0.561  0.28
59 H 5.735 2.310 1.004  0.32
60 H 6.966 1.819 -0.206  0.33
61 H 6.994 1.285 1.518  0.29
62 C -4.398 4.089 -5.311  -1.01
63 C -3.720 3.349 -4.248  0.71
64 O -3.703 2.106 -4.256  -0.68
65 N -3.302 3.896 -3.145  -0.17
66 C -3.181 5.330 -2.827  -0.91
67 H -5.320 4.466 -4.870  0.26
68 H -4.587 3.389 -6.124  0.27
69 H -3.841 4.996 -5.549  0.33
70 H -2.886 3.240 -2.499  0.30
71 H -2.906 5.917 -3.702  0.26
72 H -2.245 5.559 -2.317  0.35
73 H -3.959 5.832 -2.251  0.28

Computed properties:
ΔE to the lowest compared entry with this formula, charge and spin = 7.085 eV
Kohn-Sham gap = 5.3 eV
LUMO energy = 0.08425 Ha
Net charge = -1
DFT total energy = -1590.83822 Eh